Entry 1:
C43H34N3O3P2Pd | wB97M-V/def2-TZVPD

- Total energy: -77813.9241 eV
- Total charge: -1
- HOMO level: -4.56 eV
- Multiplicity: 1
- Orbital gap: 6.9 eV

Last column: Mulliken charge in e.
Geometry (Å):
Pd -0.757 0.921 0.633  -0.5230
C 4.238 1.831 -1.672  -1.4797
C 4.024 1.204 -0.312  1.5228
C 5.144 0.760 0.388  -0.9476
C 5.039 0.163 1.640  -0.7765
C 3.796 -0.002 2.231  -1.0214
C 2.664 0.429 1.550  -1.2838
C 2.767 1.024 0.288  1.2564
P 1.180 1.549 -0.392  2.5562
C 1.186 1.260 -2.190  1.0280
C 0.795 2.317 -3.005  -1.0773
C 0.637 2.150 -4.376  -0.9226
C 0.878 0.906 -4.940  -0.9263
C 1.279 -0.149 -4.130  -0.5070
C 1.442 0.001 -2.752  0.6048
C 1.912 -1.190 -1.951  -0.9892
C 1.100 3.371 -0.186  0.9966
C 2.161 4.211 0.095  -1.2307
C 1.922 5.493 0.593  -0.8077
C 0.616 5.878 0.841  -0.7377
C -0.446 5.014 0.566  -0.5752
C -0.211 3.766 0.024  1.2430
C -1.318 2.792 -0.260  -2.1282
H 5.274 2.158 -1.767  0.5014
H 3.595 2.694 -1.851  0.2580
H 4.033 1.122 -2.479  0.2598
H 6.123 0.893 -0.062  0.4213
H 5.935 -0.164 2.155  0.3794
H 3.697 -0.454 3.211  0.5180
H 1.681 0.320 2.002  0.1773
H 0.612 3.288 -2.560  0.3922
H 0.321 2.984 -4.991  0.4553
H 0.749 0.753 -6.007  0.3795
H 1.460 -1.127 -4.568  0.4378
H 1.791 -2.104 -2.533  0.3512
H 1.349 -1.307 -1.027  -0.1997
H 2.963 -1.098 -1.663  0.3520
H 3.184 3.861 -0.016  0.2585
H 2.750 6.150 0.830  0.4214
H 0.413 6.846 1.283  0.3884
H -1.466 5.299 0.800  0.5218
H -1.340 2.366 -1.254  0.4076
H -2.302 3.017 0.119  0.5708
O -4.195 1.397 -0.463  -0.7126
C -3.664 0.540 0.228  -0.3409
O -2.753 0.689 1.129  -0.4842
C -4.128 -0.892 0.114  0.5645
C -5.489 -1.166 0.023  -0.5811
C -5.947 -2.474 0.061  -0.5334
C -5.037 -3.526 0.172  -0.7012
C -3.677 -3.255 0.217  -0.3516
C -3.212 -1.939 0.185  0.1871
P -1.403 -1.569 0.117  1.5748
C -0.936 -2.745 -1.226  0.4315
C -0.263 -3.954 -1.076  -0.1367
C 0.045 -4.747 -2.182  -0.7853
C -0.327 -4.343 -3.456  -0.5499
C -1.013 -3.141 -3.617  -0.6287
C -1.306 -2.349 -2.515  -0.7386
C -0.765 -2.302 1.662  0.7792
C -1.523 -2.171 2.826  -0.8729
C -0.988 -2.528 4.058  -0.7569
C 0.307 -3.023 4.144  -0.7559
C 1.081 -3.130 2.995  -0.9713
C 0.552 -2.757 1.764  -0.0054
H -6.173 -0.328 -0.055  0.4836
H -7.010 -2.679 0.011  0.3801
H -5.388 -4.550 0.216  0.4189
H -2.969 -4.076 0.274  0.3944
H 0.005 -4.305 -0.091  0.5443
H 0.570 -5.683 -2.037  0.4267
H -0.090 -4.960 -4.316  0.3675
H -1.313 -2.811 -4.605  0.4386
H -1.821 -1.403 -2.653  0.3756
H -2.518 -1.744 2.775  0.4067
H -1.579 -2.376 4.952  0.3863
H 0.724 -3.291 5.107  0.3686
H 2.103 -3.486 3.054  0.4375
H 1.193 -2.786 0.891  0.2870
O -0.132 1.112 2.952  -0.4578
N -0.765 2.204 3.074  -0.0959
C -1.663 2.225 4.036  0.7578
C -2.391 3.467 4.209  -0.0576
N -2.967 4.458 4.340  -0.6056
C -1.915 1.062 4.871  0.2086
N -2.126 0.142 5.530  -0.6217

---

Entry 2:
C3H6F2O | wB97M-V/def2-TZVPD

- Total energy: -10689.7529 eV
- Structure (SMILES): COC(C)(F)F
- HOMO level: -11.16 eV
- Multiplicity: 1
- Orbital gap: 12.1 eV

Last column: natural (NBO) charge in e.
Geometry (Å):
C -2.040 -0.158 0.015  -0.2707
O -0.685 0.381 0.052  -0.5477
C 0.484 -0.329 -0.003  0.9317
C 1.954 0.666 0.013  -0.6434
F 0.596 -1.063 -1.123  -0.3517
F 0.670 -1.174 1.034  -0.3544
H -2.688 0.734 -0.196  0.2019
H -2.499 -0.634 0.909  0.1908
H -2.257 -0.893 -0.779  0.1905
H 2.784 -0.013 -0.071  0.2189
H 1.878 1.236 1.017  0.2215
H 1.803 1.248 -0.870  0.2126

---

Entry 3:
C3H11NO2 | wB97M-V/def2-TZVPD

- Total energy: -8871.2109 eV
- Structure (SMILES): C=NCC.O.O
- HOMO level: -8.29 eV
- Multiplicity: 1
- Orbital gap: 8.7 eV

Last column: natural (NBO) charge in e.
Geometry (Å):
C -0.725 0.569 1.582  0.0241
N -1.312 -0.256 0.885  -0.4785
C -2.263 0.165 -0.157  -0.2339
C -1.422 0.528 -1.324  -0.6397
H 0.050 1.298 1.187  0.1354
H -0.842 0.391 2.721  0.1463
H -2.893 0.927 0.216  0.1986
H -2.953 -0.713 -0.264  0.2018
H -2.164 0.588 -2.218  0.2029
H -0.750 -0.366 -1.563  0.2212
H -0.975 1.525 -1.354  0.2219
O -0.126 -3.632 2.307  -0.9434
H -0.937 -3.445 1.778  0.4743
H 0.119 -2.759 2.655  0.4691
O 4.698 2.638 -2.894  -0.9103
H 4.925 1.755 -2.691  0.4559
H 5.488 2.966 -2.564  0.4544